Record 1
Formula: C15H39NO4S3
Source: the Open Molecules 2025 dataset
Level of theory: ωB97M-V/def2-TZVPD

Positions of all 62 atoms, in Å:
C  -3.9768  -4.0721  -3.4763
C  -3.9668  -4.0091  -1.9703
C  -2.9188  -3.2001  -1.3823
C  -2.9048  -3.1871  -0.0233
N  -1.8208  -2.1931  0.5507
C  -1.7408  -2.4051  2.0817
C  -1.5778  -1.0141  2.5357
C  -2.4588  -0.1581  1.7137
C  -2.3298  -0.7831  0.3397
C  -0.4058  -2.4311  -0.0503
H  -3.1388  -4.5031  -3.9653
H  -4.2808  -3.2021  -3.9523
H  -5.0128  -4.5221  -3.7393
H  -4.0258  -5.0501  -1.7243
H  -4.9678  -3.4771  -1.7013
H  -3.0698  -2.2601  -1.8303
H  -1.8758  -3.4001  -1.9323
H  -2.6748  -4.1911  0.4737
H  -3.9448  -3.1631  0.3737
H  -0.9868  -3.0011  2.0607
H  -2.7208  -2.6561  2.4367
H  -0.6108  -0.7471  2.5647
H  -1.8348  -1.0811  3.5987
H  -2.0308  0.8619  1.9897
H  -3.5728  -0.1591  2.0987
H  -1.6768  -0.1991  -0.1673
H  -3.2848  -0.5001  -0.1053
H  0.3272  -1.8031  0.4627
H  -0.4898  -2.1511  -1.1313
H  -0.1918  -3.4021  -0.0803
O  1.3572  0.1439  -1.1193
H  1.4992  0.5959  -0.4133
C  5.1692  2.6049  -1.3973
S  3.4392  2.5509  -1.9633
O  3.1782  3.8219  -2.6893
C  3.7032  1.2169  -3.0943
H  5.2332  3.5969  -0.9103
H  5.8482  2.8329  -2.2173
H  5.2692  1.7029  -0.6293
H  4.2702  0.4579  -2.5483
H  4.2822  1.6459  -3.9103
H  2.8102  0.8009  -3.4353
C  0.8292  4.3179  0.0187
S  -0.0938  2.8239  0.4317
O  -0.4388  2.8989  1.9237
C  -1.6858  3.3219  -0.2893
H  0.2172  5.1509  0.3027
H  0.9102  4.5269  -1.1563
H  1.7982  4.1969  0.2727
H  -1.5578  3.8229  -1.4713
H  -2.0758  4.3169  0.2367
H  -2.3328  2.5179  -0.3803
C  2.9702  2.2439  3.6367
S  3.5112  0.4979  3.6327
O  2.1852  -0.2881  3.9327
C  3.6122  0.5149  1.8667
H  3.0952  2.6909  4.5477
H  2.1202  2.3339  3.3667
H  3.8722  2.7359  3.0437
H  4.4312  1.2879  1.3487
H  2.8542  0.6059  1.3327
H  3.8862  -0.4301  1.6787

HOMO level ... -0.22549 Eh
ΔE to the lowest compared entry with this formula, charge and spin ... 0.000 eV
Max |F| ... 13.74 eV/A
Molecular weight ... 393.681 g/mol

Atomic partial charges in e from the Mulliken method, atoms 1 to 8: number 1, C, carries -1.53; number 2, C, carries -0.54; number 3, C, carries -0.11; number 4, C, carries -0.81; number 5, N, carries 0.63; number 6, C, carries -0.95; number 7, C, carries -0.98; number 8, C, carries -0.17

Record 2
Formula: C4H12N2O
Source: the Open Molecules 2025 dataset
Level of theory: ωB97M-V/def2-TZVPD

Positions of all 19 atoms, in Å:
C  -0.7683  -0.3360  0.1748
N  -0.5818  -0.6048  1.5954
C  -0.3986  -2.0384  1.9928
O  -0.2246  -2.8642  0.8793
C  0.3630  0.6267  -0.2582
N  0.1176  1.1460  -1.5546
C  0.8002  2.3700  -1.9436
H  -1.7192  0.2136  0.1011
H  -0.8247  -1.1864  -0.5033
H  -1.3002  -0.1695  2.1549
H  0.5071  -2.1031  2.6097
H  -1.2914  -2.4301  2.4632
H  0.6547  -3.0109  0.4882
H  0.3764  1.4491  0.4711
H  1.3810  0.1790  -0.2635
H  -0.0651  0.5704  -2.3734
H  1.0069  2.9671  -1.0585
H  0.1727  2.9861  -2.6017
H  1.7944  2.2352  -2.3737

⟨S²⟩ ... 0.755
Total charge ... +1
HOMO level (alpha / beta) ... -0.47473 / -0.46777 Eh
Spin multiplicity ... 2
ΔE to the lowest compared entry with this formula, charge and spin ... 1.589 eV
Max |F| ... 2.71 eV/A
Molecular weight ... 104.153 g/mol

Atomic partial charges in e from the Mulliken method, atoms 1 to 8: number 1, C, carries -0.63; number 2, N, carries -0.33; number 3, C, carries -0.30; number 4, O, carries -0.54; number 5, C, carries -0.37; number 6, N, carries 0.02; number 7, C, carries -0.74; number 8, H, carries 0.35

Record 3
Formula: C2H3FLiO2Rb
Source: the Open Molecules 2025 dataset
Level of theory: ωB97M-V/def2-TZVPD

Positions of all 10 atoms, in Å:
H  -1.5711  0.2915  -1.7273
O  0.9630  -1.4493  0.5234
C  -0.2749  -1.0296  0.1994
C  -0.3733  0.4199  -0.2435
O  -0.9054  1.2724  0.4331
Rb  4.0871  -0.7275  0.2777
H  -1.0143  -1.1432  1.0307
H  -0.8076  -1.5704  -0.6202
F  1.1880  0.9040  -0.6941
Li  -1.2914  3.0323  0.8206

HOMO level ... -0.19289 Eh
ΔE to the lowest compared entry with this formula, charge and spin ... 2.989 eV
Max |F| ... 3.17 eV/A
Molecular weight ... 170.451 g/mol

Atomic partial charges in e from the Mulliken method, atoms 1 to 8: number 1, H, carries 0.01; number 2, O, carries -0.78; number 3, C, carries -0.30; number 4, C, carries 0.28; number 5, O, carries -0.64; number 6, Rb, carries 0.92; number 7, H, carries 0.11; number 8, H, carries 0.10

Which DFT total energy belongs to each record? In order, -58359.365 -9360.828 -9790.770 eV.